No. 1
Here is a cluster of 9 separate species, C74H87F8N3O2S2 in total from the Open Molecules 2025 dataset. Energies are from ωB97M-V/def2-TZVPD.

Values from the calculation:
HOMO level: -8.2 eV
structure (SMILES): CCCCN(CCCC[C@H](C#N)[C@](C#N)(CCCCCCCOC)OCC)C(=S)SCCC.Fc1ccccc1.Fc1ccccc1.Fc1ccccc1.Fc1ccccc1.Fc1ccccc1.Fc1ccccc1.Fc1ccccc1.Fc1ccccc1
frontier orbital gap: 7.8170 eV
LUMO energy: -0.386 eV

The geometry in ORCA input format:
```
! wB97M-V def2-TZVPD RIJCOSX def2/J DEFGRID3
* xyz 0 1
C -1.7260 -2.8058 4.8072
C -3.0724 -3.0777 3.9565
C -2.8077 -3.6988 2.4993
C -4.0401 -3.5806 1.4774
N -4.4849 -2.1810 1.1978
C -3.5792 -1.4916 0.2253
C -4.1565 -1.4231 -1.2906
C -3.0573 -0.9125 -2.3475
C -2.0811 -2.0771 -2.9119
C -0.6887 -1.3844 -3.3379
C -0.2716 -1.6806 -4.8784
N -0.1232 -2.1754 -5.9630
C 0.5347 -1.6113 -2.3035
C -0.0012 -1.3334 -0.8232
N -0.1932 -1.2383 0.3674
C 1.5863 -0.3930 -2.6240
C 2.6804 -0.1675 -1.4633
C 2.5138 1.3394 -0.9238
C 1.3791 1.5421 0.1942
C 1.2761 3.0773 0.7443
C -0.2263 3.2056 1.3687
C -1.1466 4.2901 0.5988
O -1.9889 3.6858 -0.4202
C -3.3811 4.0449 -0.2691
O 1.2861 -2.8158 -2.4822
C 0.5509 -4.0302 -2.2253
C -0.0741 -4.7365 -3.5551
C -5.9069 -2.1009 0.8247
S -6.7479 -0.6660 1.1695
S -6.8744 -3.4314 -0.0351
C -7.5769 -2.6328 -1.5986
C -9.1796 -2.5511 -1.3597
C -9.9152 -1.4114 -2.2218
H -1.3402 -1.7503 4.5667
H -0.9034 -3.5957 4.6451
H -1.9522 -2.8174 5.9447
H -3.7057 -3.8147 4.5887
H -3.6036 -2.0615 3.8552
H -1.8553 -3.2541 2.0272
H -2.5737 -4.8235 2.6626
H -3.6701 -4.0160 0.4617
H -4.9131 -4.2269 1.8358
H -2.6250 -2.1483 0.1540
H -3.2234 -0.4739 0.6184
H -4.5276 -2.4954 -1.5274
H -5.0387 -0.6717 -1.3583
H -3.5173 -0.3027 -3.2141
H -2.3676 -0.1789 -1.7636
H -2.6120 -2.5351 -3.8335
H -1.9985 -2.8621 -2.0858
H -0.8909 -0.2405 -3.3224
H 1.0490 0.5817 -2.9038
H 2.1509 -0.7386 -3.5720
H 3.7166 -0.2092 -1.9876
H 2.7080 -0.9747 -0.6555
H 3.5307 1.7588 -0.5481
H 2.2214 2.0314 -1.8105
H 0.3613 1.3536 -0.3312
H 1.5086 0.8634 1.1065
H 2.0989 3.3224 1.5034
H 1.2980 3.7477 -0.1940
H -0.8061 2.2012 1.3062
H -0.1958 3.4727 2.4884
H -0.5684 5.1741 0.1541
H -1.8591 4.7323 1.3997
H -3.5511 5.1228 0.1058
H -3.9398 3.2858 0.4118
H -3.9312 3.9850 -1.2890
H -0.2691 -3.9708 -1.4329
H 1.3217 -4.7999 -1.8217
H -1.2335 -4.6912 -3.5581
H 0.3866 -4.3344 -4.5222
H 0.1788 -5.8691 -3.5185
H -7.2763 -3.2300 -2.5285
H -7.1966 -1.5573 -1.7449
H -9.7153 -3.5507 -1.5914
H -9.3118 -2.4035 -0.2163
H -9.7272 -1.5166 -3.3459
H -11.0499 -1.5534 -2.0626
H -9.6675 -0.3608 -1.8119
F -1.0629 5.9570 3.9244
C -0.8503 5.2577 5.0468
C -1.8823 5.0997 5.9596
C -1.6613 4.3676 7.1225
C -0.4074 3.8109 7.3645
C 0.6229 3.9798 6.4440
C 0.3993 4.7021 5.2762
H -2.8489 5.5470 5.7584
H -2.4644 4.2315 7.8394
H -0.2345 3.2437 8.2739
H 1.6001 3.5488 6.6360
H 1.1881 4.8354 4.5446
F -5.0033 5.4002 7.4265
C -5.8104 4.6460 8.1900
C -5.7208 3.2643 8.1168
C -6.5534 2.4824 8.9115
C -7.4734 3.0914 9.7624
C -7.5580 4.4800 9.8240
C -6.7181 5.2622 9.0376
H -5.0045 2.8083 7.4426
H -6.4863 1.4003 8.8678
H -8.1257 2.4806 10.3790
H -8.2766 4.9517 10.4828
H -6.7640 6.3444 9.0791
F 3.8683 -2.1248 1.1929
C 4.8692 -2.6530 0.4704
C 4.5734 -3.4120 -0.6530
C 5.6111 -3.9548 -1.4043
C 6.9327 -3.7419 -1.0187
C 7.2185 -2.9829 0.1129
C 6.1816 -2.4305 0.8588
H 3.5386 -3.5740 -0.9338
H 5.3906 -4.5433 -2.2888
H 7.7416 -4.1694 -1.6033
H 8.2459 -2.8221 0.4132
H 6.3862 -1.8296 1.7374
F 10.1115 -2.3835 -0.3045
C 10.2437 -1.9101 -1.5549
C 10.5938 -2.7777 -2.5780
C 10.7254 -2.2882 -3.8740
C 10.5159 -0.9345 -4.1297
C 10.1696 -0.0719 -3.0931
C 10.0272 -0.5629 -1.7990
H 10.7607 -3.8261 -2.3584
H 10.9913 -2.9598 -4.6836
H 10.6229 -0.5525 -5.1399
H 10.0108 0.9828 -3.2930
H 9.7495 0.0925 -0.9816
F 10.7377 0.5315 -6.8741
C 11.8963 0.5634 -7.5540
C 13.0949 0.5457 -6.8575
C 14.2947 0.5735 -7.5616
C 14.2816 0.6297 -8.9536
C 13.0718 0.6521 -9.6421
C 11.8719 0.6131 -8.9390
H 13.0851 0.5102 -5.7740
H 15.2385 0.5522 -7.0269
H 15.2181 0.6559 -9.5020
H 13.0634 0.7000 -10.7260
H 10.9209 0.6209 -9.4589
F -8.5381 6.2992 12.0985
C -8.3225 5.5958 13.2224
C -9.3540 5.4373 14.1350
C -9.1319 4.7044 15.2966
C -7.8777 4.1474 15.5371
C -6.8479 4.3173 14.6157
C -7.0725 5.0408 13.4487
H -10.3206 5.8850 13.9347
H -9.9343 4.5677 16.0140
H -7.7040 3.5793 16.4457
H -5.8705 3.8863 14.8064
H -6.2850 5.1756 12.7162
F -4.8357 -3.9850 -6.0090
C -4.0849 -4.0683 -7.1199
C -4.6140 -4.6598 -8.2568
C -3.8378 -4.7413 -9.4088
C -2.5377 -4.2399 -9.4068
C -2.0153 -3.6525 -8.2575
C -2.7949 -3.5610 -7.1093
H -5.6245 -5.0516 -8.2367
H -4.2445 -5.1952 -10.3064
H -1.9312 -4.3078 -10.3047
H -1.0016 -3.2661 -8.2558
H -2.4075 -3.0993 -6.2090
F 2.9199 1.2761 -4.1805
C 3.6656 1.1846 -5.2941
C 3.1295 0.5880 -6.4250
C 3.9000 0.4974 -7.5799
C 5.2015 0.9949 -7.5871
C 5.7310 1.5874 -6.4438
C 4.9572 1.6882 -5.2921
H 2.1176 0.1991 -6.3980
H 3.4878 0.0395 -8.4729
H 5.8035 0.9198 -8.4874
H 6.7462 1.9706 -6.4499
H 5.3500 2.1541 -4.3957
*
```

---

No. 2
Here is a structure of composition C75H168AsF6NP4 from the Open Molecules 2025 dataset. Energies are from ωB97M-V/def2-TZVPD.

Values from the calculation:
HOMO level: -17.2 eV
frontier orbital gap: 10.6611 eV
LUMO energy: -6.516 eV

The geometry in ORCA input format:
```
! wB97M-V def2-TZVPD RIJCOSX def2/J DEFGRID3
* xyz 4 1
C 23.4847 13.9873 20.2181
C 23.2597 12.6220 21.0124
C 21.7974 12.4032 21.5186
C 21.7033 11.1772 22.3461
N 20.2135 10.8457 22.8446
C 19.4947 10.1090 21.6695
C 20.0399 8.6479 21.6926
C 20.5402 8.4049 23.1025
C 20.3021 9.7585 23.8785
C 19.5144 12.1057 23.3848
C 18.1116 11.8965 24.0311
C 17.2185 13.1512 23.8872
H 23.0673 14.0269 19.2119
H 24.5622 14.1445 20.1686
H 23.1271 14.8025 20.8471
H 23.8839 12.7589 21.8954
H 23.5213 11.6862 20.5186
H 21.1672 12.2546 20.6417
H 21.5306 13.3192 22.0457
H 22.3010 11.2833 23.2514
H 22.0214 10.2852 21.8064
H 18.4251 10.1136 21.8794
H 19.6396 10.6851 20.7555
H 19.1870 7.9848 21.5480
H 20.7983 8.5536 20.9153
H 19.9687 7.5624 23.4922
H 21.6060 8.1795 23.1391
H 19.3110 9.6434 24.3174
H 21.0176 10.1856 24.5812
H 19.5059 12.8780 22.6156
H 20.2061 12.4733 24.1427
H 18.2580 11.6308 25.0781
H 17.5648 11.0373 23.6427
H 17.6181 13.9302 24.5365
H 16.2025 13.0478 24.2682
H 17.2537 13.6403 22.9137
C 21.2671 13.5808 33.6179
C 20.0287 12.6877 33.7068
C 19.6166 12.1805 32.3429
C 18.9589 13.1855 31.3254
P 18.2488 12.6105 29.6994
C 16.8734 11.3100 29.9386
C 15.6794 11.6664 30.8204
C 14.6038 10.5654 30.9822
C 14.2327 9.8774 29.6549
C 19.7024 12.2302 28.5764
C 20.8410 13.2554 28.5807
C 20.6815 14.5052 27.7278
C 21.8930 15.3931 27.7355
C 17.4149 14.1275 29.1069
C 16.8168 13.9873 27.7016
C 16.3286 15.3022 27.0214
C 17.4295 16.2012 26.4345
H 21.6177 13.9067 34.5972
H 21.1278 14.3850 32.8954
H 22.1247 13.1040 33.1433
H 19.1741 13.2380 34.1003
H 20.1502 11.9385 34.4891
H 18.8879 11.3817 32.4807
H 20.5049 11.7639 31.8681
H 19.6071 14.0183 31.0526
H 18.1253 13.6386 31.8620
H 17.4447 10.4883 30.3706
H 16.5350 11.0855 28.9271
H 15.0169 12.3731 30.3207
H 15.8975 12.2081 31.7409
H 13.7240 10.9405 31.5051
H 15.0591 9.7927 31.6016
H 15.0351 9.2516 29.2643
H 14.0594 10.6345 28.8901
H 13.2973 9.3181 29.6384
H 19.2933 12.2373 27.5661
H 19.9543 11.1963 28.8124
H 21.6516 12.6784 28.1357
H 21.2431 13.3866 29.5853
H 19.8577 15.1209 28.0887
H 20.5033 14.2630 26.6801
H 22.7924 14.7934 27.5960
H 21.9502 15.9658 28.6612
H 21.8721 16.0990 26.9052
H 18.1602 14.9162 29.2097
H 16.6070 14.2567 29.8271
H 15.9758 13.2957 27.7517
H 17.5652 13.5284 27.0554
H 15.6398 15.8640 27.6524
H 15.8346 14.9474 26.1169
H 17.7538 16.8497 27.2484
H 16.9173 16.9312 25.8078
H 18.2386 15.7668 25.8473
C 11.1868 14.6181 25.8245
C 12.6907 14.9014 25.7902
C 13.0983 16.3483 25.3677
C 13.4382 16.3942 23.8461
P 13.7500 18.0491 23.1500
C 14.1118 18.1546 21.3330
C 15.5286 17.6003 20.9046
C 15.5649 17.1891 19.3507
C 16.9875 17.2675 18.7586
C 12.1376 18.9975 23.4215
C 11.0164 18.7771 22.3759
C 9.8059 19.5764 22.8494
C 9.8478 21.1331 22.5605
C 15.1381 18.6743 24.1151
C 15.3048 20.2548 24.0424
C 16.3488 20.7449 25.0345
C 16.3193 22.2468 25.2478
H 10.7121 14.8840 24.8800
H 10.5987 15.2210 26.5165
H 10.8868 13.6204 26.1449
H 13.1572 14.1655 25.1352
H 13.0991 14.7201 26.7844
H 13.9489 16.6841 25.9608
H 12.2993 17.0266 25.6673
H 12.6899 15.8953 23.2301
H 14.2924 15.7192 23.7933
H 13.9775 19.2064 21.0807
H 13.3535 17.4340 21.0266
H 15.8242 16.7020 21.4466
H 16.2203 18.4167 21.1123
H 14.9110 17.8555 18.7883
H 15.3091 16.1768 19.0378
H 17.6543 16.5916 19.2939
H 17.4148 18.2591 18.9081
H 16.9376 17.1068 17.6817
H 12.5226 20.0151 23.4863
H 11.7998 18.7217 24.4205
H 10.9063 17.6959 22.2921
H 11.2964 19.0759 21.3657
H 9.5490 19.5264 23.9076
H 8.9241 19.2988 22.2719
H 10.8433 21.5649 22.6629
H 9.1079 21.6475 23.1738
H 9.6336 21.3764 21.5198
H 16.0731 18.1451 23.9309
H 14.9036 18.4027 25.1443
H 14.3244 20.7218 24.1371
H 15.6341 20.6315 23.0739
H 17.3666 20.5188 24.7167
H 16.2295 20.3013 26.0230
H 15.3239 22.6873 25.1908
H 16.7560 22.6806 24.3482
H 16.7871 22.6709 26.1362
C 20.3821 18.5266 17.9643
C 20.6947 17.7827 16.6455
C 20.3950 16.3447 16.8424
C 20.5633 15.4519 15.5215
P 18.9406 14.7856 14.8615
C 18.5259 13.3388 15.9463
C 18.2223 13.6348 17.4408
C 17.6702 12.4826 18.2909
C 16.8825 12.9023 19.5447
C 17.6858 16.0925 14.7980
C 17.9176 16.9960 13.5955
C 17.0774 18.2959 13.6120
C 17.3410 19.3441 14.6506
C 19.3333 14.0477 13.2361
C 20.3642 12.9666 13.2336
C 19.9579 11.5596 12.7140
C 21.2031 10.7451 12.3003
H 20.8731 19.4974 17.8965
H 20.7770 18.0734 18.8736
H 19.3414 18.8337 18.0674
H 21.7525 17.8999 16.4103
H 20.1530 18.2537 15.8252
H 19.4271 16.1710 17.3125
H 21.2089 15.9574 17.4554
H 21.2375 14.5967 15.5668
H 20.8395 16.0317 14.6408
H 19.3001 12.5726 15.9067
H 17.6447 13.0000 15.4016
H 17.7253 14.6049 17.4449
H 19.0681 14.0449 17.9928
H 18.4773 11.8940 18.7270
H 17.1713 11.7369 17.6718
H 17.7090 13.3134 20.1244
H 16.4642 12.1182 20.1758
H 16.1596 13.6679 19.2633
H 17.6317 16.6278 15.7460
H 16.7260 15.5767 14.7676
H 17.6939 16.5104 12.6456
H 18.9496 17.3414 13.5341
H 16.0811 17.8822 13.7682
H 17.0350 18.7880 12.6404
H 16.4568 19.9569 14.8262
H 18.3410 19.7378 14.4682
H 17.4998 18.9095 15.6376
H 19.6658 14.8007 12.5216
H 18.4402 13.7209 12.7036
H 20.8801 12.8161 14.1819
H 21.1600 13.4044 12.6311
H 19.4629 11.7579 11.7634
H 19.2379 10.9891 13.3007
H 20.9601 9.8151 11.7864
H 21.8860 10.4168 13.0839
H 21.8206 11.2110 11.5324
C 18.6932 20.8116 22.1152
C 19.6101 20.8688 20.9058
C 21.0533 20.9163 21.1742
C 21.5817 19.5326 21.6596
P 23.1727 19.6115 22.5986
C 22.8826 20.5200 24.1413
C 22.0615 19.8403 25.1880
C 21.7137 20.8491 26.3306
C 20.8653 20.2673 27.4991
C 24.4181 20.3951 21.4395
C 24.5342 19.8751 20.0394
C 25.3457 18.5321 20.0239
C 26.0094 18.1150 18.6985
C 23.7297 17.9069 23.0143
C 24.9843 17.7292 23.8809
C 25.3800 16.2653 24.0932
C 24.3647 15.4705 24.9661
H 17.7198 20.5721 21.6872
H 18.7311 21.7561 22.6579
H 18.8764 19.9909 22.8087
H 19.3569 21.7442 20.3077
H 19.4371 20.0288 20.2331
H 21.1288 21.6837 21.9445
H 21.5026 21.3775 20.2946
H 21.7914 18.9493 20.7630
H 20.8480 18.9877 22.2537
H 22.3300 21.3962 23.8022
H 23.8770 20.7771 24.5062
H 22.7002 19.0292 25.5378
H 21.1238 19.5222 24.7323
H 21.2117 21.6843 25.8422
H 22.6346 21.1975 26.7982
H 20.6103 21.0361 28.2285
H 21.3737 19.3929 27.9053
H 19.9422 19.8103 27.1427
H 25.3571 20.3214 21.9880
H 24.0704 21.4280 21.4569
H 25.1219 20.5591 19.4271
H 23.5403 19.7107 19.6232
H 24.8027 17.6587 20.3850
H 26.1443 18.6565 20.7553
H 26.7723 18.8045 18.3370
H 25.2263 17.9097 17.9687
H 26.3754 17.0995 18.8504
H 23.8344 17.3548 22.0804
H 22.8434 17.5734 23.5541
H 24.8710 18.2389 24.8377
H 25.7657 18.2753 23.3524
H 26.3530 16.0172 24.5172
H 25.2260 15.6992 23.1746
H 24.6659 14.4253 25.0363
H 23.3013 15.4487 24.7278
H 24.4082 15.6663 26.0375
As 19.6497 16.0923 22.6802
F 19.9635 14.8390 23.9162
F 21.3592 16.0214 22.0277
F 19.2725 17.4201 21.6137
F 17.9379 16.1941 23.2428
F 20.1562 17.3341 23.9574
F 19.2228 14.9202 21.4888
*
```